A molecular structure, C6H12O5P. Source: OMol25; level of theory: wB97M-V/def2-TZVPD.

Computed properties:
Net charge ... -1
Relative energy (zero: lowest compared OMol25 entry of this formula, charge and spin) ... 0.0 kJ/mol
E_tot ... -953.32381 hartree
HOMO level ... -4.668 eV

Each line ends with the Löwdin charge.
Element x y z (Å)
C1 -1.57140 1.16100 -0.08243  -0.746
C2 1.94009 -0.54832 0.11545  -0.324
C3 -1.49964 -1.22595 -1.01671  -0.274
C4 -0.74725 -0.78627 1.45582  -0.266
C5 0.93963 0.19011 -0.72810  -0.355
C6 -0.89705 -0.24585 0.06146  -0.177
O1 -0.89400 2.12906 0.23100  -0.167
O2 -2.72687 1.15665 -0.41977  0.040
O3 3.28716 -0.41719 -0.31878  -0.070
O4 -2.88744 -1.46478 -0.78858  -0.166
O5 -0.28445 0.09409 2.42816  -0.068
P1 1.06309 2.02454 -0.90520  0.851
H1 1.83731 -0.08320 1.19050  0.142
H2 1.82606 -1.57596 0.04027  0.085
H3 -1.26425 -0.79747 -2.07763  0.133
H4 -0.84068 -2.22451 -0.83877  0.145
H5 0.04793 -1.56540 1.48078  0.117
H6 -1.78982 -1.19091 1.67283  0.146
H7 0.79517 -0.22610 -1.65541  0.026
H8 3.47444 0.46373 -0.38004  -0.011
H9 -3.04027 -0.38154 -0.56324  0.111
H10 -0.56094 0.99896 2.19125  0.088
H11 2.37490 2.19081 -1.42100  -0.146
H12 1.41828 2.32447 0.32815  -0.115

=====

4 unconnected molecules or ions with the total composition C6H18NO3. Source: OMol25; level of theory: wB97M-V/def2-TZVPD.

Computed properties:
Net charge ... +1
Relative energy (zero: lowest compared OMol25 entry of this formula, charge and spin) ... 351.7 kJ/mol
E_tot ... -519.52718 hartree
HOMO level ... -13.093 eV

Each line ends with the Löwdin charge.
Element x y z (Å)
C1 0.69250 -0.69634 1.48832  -0.193
C2 -0.59930 0.19598 1.33629  -0.082
C3 -0.37707 1.21506 0.15578  -0.378
C4 -1.35451 1.45035 -0.72732  0.084
C5 1.08978 3.11048 0.41441  0.050
C6 0.83960 1.87071 0.05753  -0.250
N1 1.71592 -0.07627 2.32376  0.158
H1 1.15146 -0.82679 0.39463  0.146
H2 0.53285 -1.67524 1.87984  0.109
H3 -0.84918 0.58618 2.34965  0.127
H4 -1.38786 -0.58224 1.11451  0.114
H5 -2.37404 0.94350 -0.67718  0.098
H6 -1.05610 2.19364 -1.52775  0.112
H7 0.41114 3.74496 0.98085  0.081
H8 1.96422 3.71349 0.14416  0.079
H9 1.73416 1.27440 -0.42708  0.161
H10 1.54668 0.44342 3.23892  0.209
H11 2.06899 0.73199 1.76762  0.144
H12 2.46961 -0.72669 2.53897  0.173
H13 -3.39755 -1.73362 -1.05163  0.040
H14 -1.83424 -1.36690 -0.65196  0.085
O1 -2.57442 -1.45061 -1.41536  -0.091
H15 1.00595 -2.16649 -1.19125  0.120
H16 0.30896 -3.44059 -1.01729  0.063
O2 0.60226 -2.76692 -0.35167  -0.164
H17 0.03049 -0.80582 -3.51344  0.043
H18 -0.88665 -0.97390 -2.17239  0.056
O3 0.07263 -0.99208 -2.58242  -0.095

=====

A single C4H5NO molecule. Source: OMol25; level of theory: wB97M-V/def2-TZVPD.

Computed properties:
Net charge ... 0
Relative energy (zero: lowest compared OMol25 entry of this formula, charge and spin) ... 439.1 kJ/mol
E_tot ... -285.24733 hartree
HOMO level (spin up / spin down) ... -9.607 / -9.152 eV

Each line ends with the Löwdin charge.
Element x y z (Å)
C1 -1.55018 0.35326 -0.20101  -0.059
C2 -0.13512 0.19862 -0.50831  0.082
C3 0.73174 -0.46485 0.47948  -0.605
O1 0.36497 -0.13628 1.69522  -0.076
C4 2.18232 -0.28433 0.15605  -0.147
N1 3.30555 -0.14450 -0.07498  0.153
H1 -1.84410 -0.31926 0.61077  0.103
H2 -2.17434 0.29580 -1.09878  0.096
H3 -1.67297 1.37192 0.20461  0.124
H4 0.26339 0.67860 -1.40783  0.137
H5 0.52875 -1.54898 0.14478  0.192

=====

A single C4H10OS molecule. Source: OMol25; level of theory: wB97M-V/def2-TZVPD.

Computed properties:
Net charge ... 0
Relative energy (zero: lowest compared OMol25 entry of this formula, charge and spin) ... 65.0 kJ/mol
E_tot ... -631.79992 hartree
HOMO level ... -8.822 eV
SMILES ... COC[C@@H](C)S

Each line ends with the Löwdin charge.
Element x y z (Å)
C1 -2.85729 0.01650 0.12335  -0.086
C2 -0.61655 0.78043 0.12938  -0.314
C3 0.79863 0.46748 -0.37402  -0.707
C4 1.91763 1.32445 0.09613  -0.171
H1 -2.99124 0.08086 1.19726  0.080
H2 -3.36508 0.86991 -0.34276  0.086
H3 -3.41837 -0.89775 -0.17434  0.096
H4 -0.88536 1.73841 -0.26964  0.119
H5 -0.50981 0.86220 1.23234  0.133
H6 0.71568 0.46386 -1.47134  0.110
H7 2.12974 1.14498 1.15759  0.075
H8 2.82531 1.03902 -0.45884  0.078
H9 1.79812 2.41091 -0.06092  0.088
H10 0.34560 -1.83176 -0.65353  -0.134
O1 -1.48971 -0.22388 -0.26236  -0.223
S1 1.23866 -1.22643 0.13087  0.771

=====

A single C5H9NO2 molecule. Source: OMol25; level of theory: wB97M-V/def2-TZVPD.

Computed properties:
Net charge ... 0
Relative energy (zero: lowest compared OMol25 entry of this formula, charge and spin) ... 539.0 kJ/mol
E_tot ... -400.97146 hartree
HOMO level ... -7.988 eV

Each line ends with the Löwdin charge.
Element x y z (Å)
O1 -1.56792 0.78655 -1.30864  -0.001
C1 -1.59874 0.61411 0.11697  -0.547
O2 -1.50834 1.44732 1.08192  0.113
C2 -1.20403 -0.86889 0.38091  -0.074
C3 0.16350 -1.09143 -0.30600  -0.129
C4 1.15794 0.03843 -0.06529  -0.414
C5 2.15807 -0.04964 0.84741  0.033
N1 0.92793 1.12323 -0.90757  0.100
H1 -2.59378 0.56788 -0.48322  0.250
H2 -1.09293 -0.98022 1.48699  0.142
H3 -1.92427 -1.48904 0.03746  0.074
H4 -0.01212 -1.11363 -1.37885  0.113
H5 0.58224 -2.04206 0.00471  0.116
H6 2.82296 0.80200 1.03547  0.055
H7 2.31866 -0.90594 1.42246  0.023
H8 -0.08677 1.24413 -1.24706  0.074
H9 1.45762 1.91722 -0.71770  0.071

=====

A molecular structure, C18H21CuIN3O2. Source: OMol25; level of theory: wB97M-V/def2-TZVPD.

Computed properties:
2S+1 ... 2
Net charge ... -1
E_tot ... -2951.41487 hartree
HOMO level (spin up / spin down) ... -3.490 / -3.017 eV

Each line ends with the Löwdin charge.
Element x y z (Å)
Cu1 0.93126 0.23290 -1.39860  0.115
C1 -1.12583 3.85651 -2.52473  -0.038
C2 -1.31853 3.36338 -1.12624  -0.269
N1 -2.36572 3.75053 -0.45162  0.098
C3 -2.53791 3.29346 0.82044  -0.126
C4 -1.68745 2.41871 1.42572  -0.186
C5 -1.95088 1.97706 2.83530  -0.221
O1 -1.01359 2.52003 3.77614  -0.067
C6 -0.53575 1.96969 0.72330  -0.086
C7 0.31739 0.96329 1.29837  -0.086
N2 1.35349 0.50485 0.70138  0.017
C8 2.18225 -0.46584 1.29238  -0.309
C9 2.04086 -0.95977 2.59351  -0.028
C10 2.87690 -1.94379 3.09176  -0.096
C11 3.89923 -2.45966 2.30522  -0.106
C12 4.09663 -1.94636 1.03223  -0.167
C13 3.25829 -0.95378 0.54456  -0.597
I1 3.72610 -0.09195 -1.31028  1.034
C14 -0.29668 2.47641 -0.58993  -0.322
O2 0.72536 2.20554 -1.29257  -0.115
H1 -1.98961 4.45036 -2.81733  0.068
H2 -0.21776 4.45890 -2.59845  0.078
H3 -0.99247 3.01603 -3.20765  0.080
H4 -3.41350 3.65630 1.34771  0.097
H5 -2.93137 2.32749 3.15065  0.111
H6 -1.95510 0.88507 2.90430  0.110
H7 -0.15460 2.55992 3.34311  0.071
H8 0.01042 0.54525 2.26154  0.104
H9 1.25950 -0.56360 3.22980  0.100
H10 2.72917 -2.30915 4.10103  0.097
H11 4.54770 -3.24018 2.68282  0.095
H12 4.90909 -2.30709 0.41545  0.083
C15 -0.87427 -3.07530 -3.33452  -0.098
C16 -0.71395 -2.14759 -2.11170  -0.806
C17 -2.05905 -1.44582 -1.85345  -0.083
C18 -0.36711 -3.01149 -0.88902  -0.081
N3 0.32083 -1.18730 -2.29880  -0.058
H13 -1.64517 -3.84271 -3.18896  0.061
H14 0.08167 -3.56337 -3.53927  0.063
H15 -1.13876 -2.47354 -4.20834  0.063
H16 -2.87036 -2.16890 -1.70081  0.068
H17 -2.31567 -0.80978 -2.70569  0.070
H18 -1.97529 -0.80660 -0.97054  0.060
H19 -1.11710 -3.79500 -0.72721  0.069
H20 -0.31135 -2.37963 0.00129  0.061
H21 0.60869 -3.48350 -1.03228  0.071

=====

A single C3H8I2OSi molecule. Source: OMol25; level of theory: wB97M-V/def2-TZVPD.

Computed properties:
Net charge ... 0
Relative energy (zero: lowest compared OMol25 entry of this formula, charge and spin) ... 47.5 kJ/mol
E_tot ... -1079.31445 hartree
HOMO level ... -9.389 eV
SMILES ... CC[Si](I)(I)OC

Each line ends with the Löwdin charge.
Element x y z (Å)
C1 0.08240 -1.33126 1.67914  -0.254
C2 0.16581 0.24051 -2.52463  -0.118
C3 0.26624 0.03950 1.08693  -0.378
O1 1.37584 0.02768 -1.80678  -0.443
Si1 1.78069 0.14058 -0.20706  -0.306
I1 2.99782 -2.04090 -0.07932  0.463
I2 3.28885 2.00091 0.26996  0.459
H1 -0.07893 -2.14093 0.93936  0.067
H2 0.86270 -1.51250 2.37689  0.040
H3 -0.87736 -1.20649 2.23560  0.081
H4 0.36445 0.82541 -3.40464  0.078
H5 -0.49562 0.79169 -1.89487  0.057
H6 -0.25326 -0.82337 -2.69523  0.123
H7 0.55128 0.78503 1.80662  0.031
H8 -0.82005 0.26618 0.77156  0.101

=====

A molecular structure, C26H81B2F3HgO14S. Source: OMol25; level of theory: wB97M-V/def2-TZVPD.

Computed properties:
Net charge ... 0
E_tot ... -2993.01949 hartree
HOMO level ... -8.095 eV

Each line ends with the Löwdin charge.
Element x y z (Å)
Hg1 1.15616 2.22071 -3.98858  1.168
O1 4.26858 0.03993 -5.16785  0.261
H1 4.54608 -0.09269 -6.07725  0.167
H2 3.51939 -0.52815 -4.97393  0.071
H3 3.95031 0.94522 -5.14027  0.011
O2 0.45109 -0.50198 -0.79211  0.241
H4 -0.48504 -0.28994 -0.80944  0.095
H5 0.81154 0.23291 -0.29049  0.108
H6 0.77875 -0.45630 -1.69331  0.084
B1 -0.78106 2.76239 -2.81234  -0.419
H7 -0.80038 1.80802 -3.31538  -0.034
H8 0.06457 2.78853 -2.14268  -0.054
H9 -0.56097 3.44304 -3.62014  -0.028
H10 -1.69914 2.99352 -2.29470  0.012
B2 2.73721 2.10605 -5.64546  -0.429
H11 3.22688 2.14247 -4.68467  -0.030
H12 2.08237 1.24986 -5.59677  -0.032
H13 2.26691 3.06018 -5.82633  -0.010
H14 3.48330 1.88494 -6.39293  0.009
C1 -0.24331 -2.07739 -5.80619  -0.560
F1 0.02979 -3.40845 -5.90023  0.119
F2 0.18148 -1.41789 -6.93396  0.087
F3 -1.53913 -1.79615 -5.69494  0.142
S1 0.80880 -1.27830 -4.36976  0.580
O3 2.15338 -1.51404 -4.79001  -0.291
O4 0.46140 0.13741 -4.43964  -0.394
O5 0.42159 -2.01895 -3.14813  -0.302
C2 3.48790 1.13449 -1.52030  -0.287
O6 2.32546 0.92870 -2.27657  -0.417
H15 3.54391 0.46504 -0.66193  0.047
H16 4.33163 0.79256 -2.11972  0.046
H17 3.80913 2.12028 -1.18397  0.052
C3 0.90867 -5.31454 -0.98588  -0.048
C4 0.48618 -4.16785 -0.07272  -0.474
C5 1.62170 -3.23944 0.49267  -0.036
O7 -0.39500 -3.39324 -0.85010  -0.074
H18 1.21349 -4.86480 -1.93082  0.077
H19 -0.05206 -5.73755 -1.27943  0.085
H20 1.62499 -6.04499 -0.60983  0.083
H21 -0.06822 -4.64795 0.73366  0.128
H22 2.43908 -3.33544 -0.22200  0.082
H23 1.85229 -3.73024 1.43822  0.064
H24 1.32386 -2.21762 0.72783  0.059
H25 0.12657 -3.24693 -1.64267  0.023
C6 0.09514 2.20911 2.37621  -0.042
C7 -0.33835 2.75878 0.99825  -0.500
C8 0.00396 4.23942 0.97190  -0.040
O8 0.32681 2.02429 0.04829  -0.066
H26 -0.30449 1.19916 2.28443  0.060
H27 -0.32868 2.66109 3.27298  0.087
H28 1.18172 2.27997 2.42537  0.090
H29 -1.39901 2.70861 0.75208  0.139
H30 -0.03041 4.54375 -0.07419  0.056
H31 1.06887 4.37033 1.16402  0.086
H32 -0.63160 4.96223 1.48348  0.092
H33 0.30493 2.53036 -0.76719  0.023
C9 -3.60059 -3.37413 2.98762  -0.065
C10 -5.07938 -3.42816 2.83924  -0.459
C11 -5.55026 -2.19411 1.96926  -0.040
O9 -5.41815 -4.63391 2.14922  -0.059
H34 -3.03360 -3.45598 2.06029  0.089
H35 -3.25214 -4.20877 3.59594  0.084
H36 -3.46680 -2.37442 3.40088  0.075
H37 -5.56283 -3.36827 3.81433  0.131
H38 -5.77086 -1.30750 2.56370  0.045
H39 -6.30850 -2.40262 1.21448  0.075
H40 -4.78743 -1.79771 1.29914  0.045
H41 -6.31599 -4.97365 2.14199  0.086
C12 0.10471 -2.93649 4.26813  -0.042
C13 0.14178 -1.65176 5.05127  -0.512
C14 1.00330 -0.59300 4.35625  -0.046
O10 -1.16948 -1.22154 5.32231  -0.036
H42 0.00732 -2.70709 3.20700  0.073
H43 -0.65923 -3.61319 4.65096  0.079
H44 1.02258 -3.49849 4.44065  0.078
H45 0.62175 -1.75046 6.02491  0.129
H46 2.07709 -0.69303 4.19788  0.071
H47 0.75306 0.43528 4.61725  0.070
H48 0.64244 -0.66301 3.33009  0.058
H49 -0.91893 -0.30118 5.43077  0.068
C15 5.50223 -1.09372 2.39391  -0.074
C16 4.38150 -2.02978 2.17287  -0.489
C17 4.83083 -3.40086 1.62206  -0.057
O11 3.73934 -2.35775 3.40048  -0.078
H50 5.14562 -0.18409 2.87710  0.085
H51 5.92101 -0.68113 1.47604  0.083
H52 6.31086 -1.56819 2.94988  0.085
H53 3.66722 -1.41799 1.62187  0.126
H54 5.23509 -3.22516 0.62516  0.079
H55 4.09354 -4.19227 1.48732  0.059
H56 5.58350 -3.91378 2.22081  0.079
H57 4.24039 -2.91198 4.00327  0.092
C18 -5.66936 1.31051 4.37406  -0.062
C19 -4.25654 0.89492 4.63067  -0.527
C20 -3.45123 0.94383 3.33861  -0.046
O12 -3.62688 1.74552 5.54457  -0.031
H58 -6.22493 0.52718 3.85849  0.065
H59 -5.80314 2.20398 3.76420  0.089
H60 -6.09280 1.42733 5.37163  0.080
H61 -4.29744 -0.12681 5.00819  0.136
H62 -2.98387 1.87494 3.01815  0.077
H63 -3.98072 0.44290 2.52816  0.069
H64 -2.55092 0.34673 3.48358  0.055
H65 -3.96131 1.48544 6.40603  0.091
C21 3.87403 5.23192 -2.72550  -0.032
C22 2.43479 4.94918 -2.38601  -0.512
C23 1.60209 6.10066 -2.13165  -0.057
O13 1.89877 4.35989 -3.55165  -0.152
H66 4.37791 5.58805 -1.82696  0.089
H67 3.99760 6.09967 -3.37343  0.084
H68 4.32684 4.39745 -3.26097  0.090
H69 2.32661 4.23877 -1.56644  0.140
H70 1.97152 6.66490 -1.27534  0.099
H71 0.55468 5.82133 -2.01762  0.095
H72 1.78285 6.80412 -2.94442  0.094
H73 1.86228 5.05618 -4.21153  0.113
C24 -3.63504 -1.28287 -1.77018  -0.036
C25 -3.08185 0.05156 -2.22552  -0.431
C26 -4.15906 1.09787 -1.91864  -0.043
O14 -1.97635 0.47310 -1.40825  -0.094
H74 -2.78029 -1.95318 -1.67980  0.079
H75 -4.46014 -1.60964 -2.40306  0.093
H76 -4.09684 -1.24342 -0.78363  0.056
H77 -2.81841 0.01002 -3.28239  0.138
H78 -4.92648 0.99570 -2.68594  0.086
H79 -3.78536 2.11665 -1.81601  0.071
H80 -4.57793 0.82310 -0.95057  0.074
H81 -1.76308 1.39984 -1.53968  0.008